(1)
C11H16NOP | ωB97M-V/def2-TZVPD

Max |F|   0.11998 Eh/bohr
LUMO (alpha / beta)   -0.0100 / -0.0658 hartree
Relative energy (zero: lowest compared OMol25 entry of this formula, charge and spin)   560.55 kJ/mol
Frontier orbital gap (alpha / beta)   8.29 / 6.73 eV
Electronic energy   -24487.198 eV
HOMO level (alpha / beta)   -8.56 / -8.52 eV

ORCA input file:
```
! RIJCOSX wB97M-V def2-TZVPD def2/J DEFGRID3
* xyz 0 1
C 3.68 1.85 0.41
C 2.99 0.77 -0.23
C 2.98 2.65 1.33
C 1.66 0.82 0.12
C 1.63 2.52 1.66
C 0.97 1.54 1.00
C -2.10 3.55 -0.40
C -2.26 -0.99 -1.46
C -1.02 -2.33 0.43
C 0.26 -1.64 -1.65
C -1.16 -2.08 -1.11
N -1.27 2.88 0.26
O -1.23 2.02 2.71
P -1.01 1.48 1.30
H 4.79 1.91 0.19
H 3.39 0.07 -0.82
H 3.41 3.53 1.76
H 0.26 -0.59 -1.82
H 1.17 3.20 2.26
H -1.85 4.59 -0.64
H -3.08 3.24 -0.67
H -1.78 0.03 -1.50
H -3.06 -0.95 -0.60
H -2.60 -1.18 -2.43
H -0.78 -3.40 0.76
H -0.23 -1.71 0.76
H -2.01 -2.09 0.75
H 0.62 -2.15 -2.62
H 0.85 -1.79 -0.77
H -1.56 -2.94 -1.66
*
```

For reference, the natural (NBO) charges in units of e are:
1 C -0.185
2 C -0.298
3 C -0.236
4 C 0.157
5 C -0.164
6 C -0.367
7 C 0.031
8 C -0.602
9 C -0.612
10 C -0.618
11 C -0.209
12 N -0.701
13 O -0.990
14 P 1.530
15 H 0.227
16 H 0.219
17 H 0.217
18 H 0.205
19 H 0.228
20 H 0.169
21 H 0.157
22 H 0.190
23 H 0.201
24 H 0.208
25 H 0.213
26 H 0.201
27 H 0.209
28 H 0.214
29 H 0.207
30 H 0.198

---

(2)
C38H45AsLaN2O6PS3 | ωB97M-V/def2-TZVPD

Max |F|   0.05165 Eh/bohr
LUMO   0.0146 hartree
Relative energy (zero: lowest compared OMol25 entry of this formula, charge and spin)   0.00 kJ/mol
Frontier orbital gap   7.70 eV
Electronic energy   -158903.738 eV
HOMO level   -7.31 eV

ORCA input file:
```
! RIJCOSX wB97M-V def2-TZVPD def2/J DEFGRID3
* xyz 0 1
La 0.50 -0.27 -0.46
S -0.13 -2.95 -1.06
C 0.21 -3.24 -2.79
C 0.35 -4.55 -3.26
C 0.62 -4.81 -4.60
C 0.75 -3.77 -5.52
C 0.62 -2.47 -5.07
C 0.34 -2.21 -3.73
H 0.24 -5.36 -2.56
H 0.72 -5.84 -4.93
H 0.97 -3.98 -6.56
H 0.72 -1.64 -5.77
H 0.23 -1.17 -3.44
O -0.34 -0.72 1.49
As -1.96 -1.16 1.86
C -2.04 -3.05 2.09
C -0.85 -3.75 2.27
C -0.90 -5.12 2.47
C -2.12 -5.78 2.48
C -3.30 -5.07 2.30
C -3.27 -3.70 2.09
C -3.37 -0.74 0.66
C -4.48 -0.10 1.21
C -5.58 0.17 0.41
C -5.56 -0.18 -0.93
C -4.45 -0.81 -1.48
C -3.35 -1.11 -0.68
C -2.32 -0.42 3.59
C -2.91 -1.20 4.57
C -3.09 -0.68 5.85
C -2.66 0.60 6.14
C -2.05 1.37 5.16
C -1.88 0.87 3.88
H 0.10 -3.24 2.24
H 0.03 -5.67 2.59
H -2.15 -6.86 2.63
H -4.26 -5.59 2.30
H -4.19 -3.17 1.92
H -4.47 0.22 2.25
H -6.44 0.67 0.84
H -6.42 0.05 -1.56
H -4.44 -1.09 -2.52
H -2.52 -1.66 -1.10
H -3.23 -2.22 4.37
H -3.55 -1.29 6.62
H -2.79 1.00 7.14
H -1.70 2.37 5.38
H -1.40 1.47 3.12
C -2.38 1.87 -4.40
C -1.40 3.01 -4.10
C -1.21 3.29 -2.61
C -0.14 4.40 -2.44
C 0.09 4.92 -1.03
C -2.51 3.78 -2.01
O -3.21 4.60 -2.57
N -2.82 3.31 -0.76
C -2.15 2.30 -0.07
O -2.48 2.06 1.07
N -1.17 1.59 -0.74
C -0.70 2.04 -1.91
O 0.22 1.40 -2.47
H -2.51 1.75 -5.48
H -3.37 2.08 -3.98
H -2.02 0.92 -4.01
H -1.76 3.94 -4.54
H -0.42 2.79 -4.53
H -0.46 5.21 -3.09
H 0.78 3.99 -2.86
H -0.79 5.41 -0.62
H 0.90 5.66 -1.04
H 0.40 4.13 -0.33
H -3.61 3.71 -0.29
C 6.86 1.21 -0.86
C 5.36 1.29 -0.92
C 4.87 2.57 -1.56
O 4.90 1.20 0.46
P 3.47 0.62 0.88
S 2.02 1.94 0.64
S 3.19 -1.13 -0.03
O 3.64 0.45 2.44
C 4.80 -0.02 3.19
C 5.79 1.11 3.38
C 5.42 -1.27 2.61
H 7.28 1.24 -1.87
H 7.19 0.28 -0.38
H 7.27 2.05 -0.29
H 4.96 0.42 -1.45
H 5.21 3.44 -0.99
H 3.78 2.60 -1.61
H 5.26 2.63 -2.58
H 4.36 -0.27 4.15
H 6.44 1.22 2.51
H 6.42 0.90 4.25
H 5.27 2.05 3.55
H 5.82 -1.09 1.61
H 4.71 -2.10 2.54
H 6.25 -1.58 3.25
*
```

For reference, the Löwdin charges in units of e are:
1 La 1.426
2 S 0.452
3 C -0.675
4 C -0.136
5 C -0.098
6 C -0.110
7 C -0.098
8 C -0.136
9 H 0.092
10 H 0.099
11 H 0.096
12 H 0.101
13 H 0.061
14 O -0.702
15 As 1.269
16 C -0.330
17 C -0.106
18 C -0.064
19 C -0.069
20 C -0.071
21 C -0.097
22 C -0.324
23 C -0.099
24 C -0.067
25 C -0.069
26 C -0.063
27 C -0.094
28 C -0.295
29 C -0.084
30 C -0.076
31 C -0.076
32 C -0.063
33 C -0.076
34 H 0.103
35 H 0.110
36 H 0.106
37 H 0.106
38 H 0.108
39 H 0.105
40 H 0.108
41 H 0.107
42 H 0.111
43 H 0.041
44 H 0.096
45 H 0.106
46 H 0.106
47 H 0.109
48 H 0.093
49 C -0.064
50 C -0.175
51 C -0.314
52 C -0.153
53 C -0.068
54 C -0.414
55 O 0.107
56 N 0.220
57 C -0.505
58 O 0.051
59 N 0.021
60 C -0.498
61 O -0.114
62 H 0.078
63 H 0.079
64 H 0.070
65 H 0.120
66 H 0.121
67 H 0.126
68 H 0.124
69 H 0.081
70 H 0.081
71 H 0.034
72 H 0.165
73 C -0.046
74 C -0.471
75 C -0.054
76 O -0.319
77 P -0.174
78 S 0.277
79 S 0.245
80 O -0.310
81 C -0.422
82 C -0.048
83 C -0.072
84 H 0.087
85 H 0.080
86 H 0.089
87 H 0.097
88 H 0.092
89 H 0.045
90 H 0.088
91 H 0.138
92 H 0.072
93 H 0.085
94 H 0.089
95 H 0.062
96 H 0.074
97 H 0.088

---

> The lowest electronic energy belongs to which entry?

C38H45AsLaN2O6PS3

---

> Which of these has the highest max |F|?

C11H16NOP

---

> electronic energy of number 1 (C11H16NOP)?

-24487.198 eV